<w>
{"formula": "C3H6P2", "method": "ωB97M-V/def2-TZVPD", "symbols": ["C", "C", "C", "P", "P", "H", "H", "H", "H", "H", "H"], "xyz": [[-0.47618, 1.57281, 0.48739], [-0.43728, 0.22334, -0.42339], [0.31507, -0.92538, 0.09807], [1.27060, -1.41850, 1.35868], [0.59866, -2.73446, -0.16610], [0.41971, 2.26388, 0.33193], [-0.43067, 1.35161, 1.46009], [-1.32593, 2.08434, 0.36234], [-0.10606, 0.31972, -1.47033], [-1.56017, 0.01435, -0.67178], [1.73225, -2.75172, -1.36690]], "lowdin_charge": [-0.070, -0.293, -0.977, 0.623, 0.465, 0.101, 0.004, 0.011, 0.099, 0.133, -0.096], "total_charge": 0, "gap_ev": 8.489, "smiles": "CCC1=P#[PH]1"}



<x>
{"formula": "C3H6P2", "method": "ωB97M-V/def2-TZVPD", "symbols": ["C", "C", "C", "P", "P", "H", "H", "H", "H", "H", "H"], "xyz": [[-0.71159, -0.08844, 0.72239], [0.82186, -0.34100, -0.52416], [-1.90307, -0.21073, -0.25383], [2.52116, 0.12834, -0.20939], [-0.47334, 0.97020, -0.61586], [-1.93072, -1.22902, -0.60230], [-2.91154, 0.20151, -0.01765], [2.09178, 1.43069, -0.39112], [2.61733, 0.49379, 1.10882], [0.59093, -1.19522, -1.09414], [-0.71280, -0.16012, 1.87723]], "lowdin_charge": [-0.430, -0.699, -0.347, 0.737, 0.828, 0.040, 0.069, -0.153, -0.139, -0.010, 0.104], "total_charge": 0, "gap_ev": 9.551}



The structure with the greatest stability is <w>.



<w>
{"formula": "CN2O3S", "method": "ωB97M-V/def2-TZVPD", "symbols": ["C", "N", "N", "O", "O", "O", "S"], "xyz": [[-1.29911, -0.46769, 0.12507], [0.96529, 0.71850, -0.00729], [-0.12340, -0.78158, -0.06357], [2.03421, 0.26976, 0.04712], [0.42642, 1.75989, -0.04469], [0.69695, -1.69160, -0.03877], [-2.70037, 0.19271, -0.01788]], "lowdin_charge": [-0.643, -0.283, -0.204, 0.188, 0.137, -0.015, 0.821], "total_charge": 0, "gap_ev": 6.831}



<x>
{"formula": "CN2O3S", "method": "ωB97M-V/def2-TZVPD", "symbols": ["O", "N", "C", "S", "N", "O", "O"], "xyz": [[1.06598, -1.69372, -0.00087], [-0.10874, -1.40221, 0.05970], [-0.76415, -0.33541, -0.11268], [-2.29259, 0.18151, 0.00153], [0.49335, 0.86978, 0.02555], [1.58084, 0.43490, -0.02183], [0.02531, 1.94514, 0.04860]], "lowdin_charge": [0.108, -0.039, -0.730, 0.828, -0.361, 0.120, 0.074], "total_charge": 0, "gap_ev": [6.546, 8.101], "smiles": "O=NC(=S)[N+](=O)[O-]"}



The structure with the greatest stability is <w>.



<w>
{"formula": "C4H7BrO", "method": "ωB97M-V/def2-TZVPD", "symbols": ["C", "C", "C", "C", "O", "Br", "H", "H", "H", "H", "H", "H", "H"], "xyz": [[0.97950, -2.42885, -0.34344], [-0.08999, -1.78735, -0.02832], [-1.25197, 1.97433, -0.12892], [0.52726, 0.47952, 0.28038], [-0.14033, 1.22421, -0.56507], [2.42425, 0.44630, 0.00543], [1.23233, -3.50609, -0.43829], [1.87350, -1.81263, -0.35348], [-1.13743, -1.92809, 0.25428], [-1.52796, 2.63241, -0.96472], [-1.09182, 2.67683, 0.83393], [-2.08245, 1.32737, 0.09227], [0.28512, 0.70204, 1.35593]], "lowdin_charge": [-0.152, -0.006, -0.092, -0.670, -0.248, 0.739, 0.068, -0.066, 0.044, 0.091, 0.138, 0.074, 0.080], "total_charge": 0, "gap_ev": 8.839}



<x>
{"formula": "C4H7BrO", "method": "ωB97M-V/def2-TZVPD", "symbols": ["C", "C", "C", "C", "O", "Br", "H", "H", "H", "H", "H", "H", "H"], "xyz": [[-2.52981, -0.61219, -0.05950], [-1.54433, -0.56379, -0.91917], [1.05747, 0.81128, 0.19347], [0.68548, -0.61844, -0.01653], [1.25958, -1.28091, -1.04366], [-1.52910, -0.38055, -2.76811], [-3.58588, -0.57293, -0.30422], [-2.30964, -0.70114, 0.99413], [0.53728, 1.47968, -0.48893], [0.84749, 1.11455, 1.21377], [2.13021, 0.92297, 0.00904], [0.50232, -1.26176, 0.82633], [1.27728, -0.71994, -1.83554]], "lowdin_charge": [-0.151, -0.705, -0.071, -0.227, -0.036, 0.664, 0.043, 0.038, 0.079, 0.080, 0.087, 0.114, 0.086], "total_charge": 0, "gap_ev": [8.546, 8.547]}



<y>
{"formula": "C4H7BrO", "method": "ωB97M-V/def2-TZVPD", "symbols": ["C", "C", "C", "C", "O", "Br", "H", "H", "H", "H", "H", "H", "H"], "xyz": [[-2.06522, 1.02956, 0.31500], [-0.70492, 1.01771, -0.39765], [1.25114, -1.42833, 0.04835], [2.13784, -0.61195, -0.73745], [-0.84190, 0.65712, 0.95107], [3.41844, 0.33884, 0.18916], [-2.48818, 1.94381, 0.64723], [-2.70351, 0.21978, -0.02388], [-0.09017, 1.89008, -0.81160], [0.49482, -0.91996, 0.67227], [1.51637, -2.17652, 0.73792], [0.56257, -2.03710, -0.55488], [-0.48728, 0.07695, -1.03555]], "lowdin_charge": [-0.103, -0.187, -0.312, -0.566, -0.134, 0.663, 0.091, 0.103, 0.130, 0.073, 0.063, 0.074, 0.104], "total_charge": 0, "gap_ev": 7.900}



The structure with the greatest stability is <x>.